The following is a DFT calculation (wB97M-V/def2-TZVPD) of C16H17N6O2Tl as an isolated structure.

The value obtained for the HOMO energy (spin up / spin down) is -15.4 / -15.4 eV. Its energy relative to the best compared isomer or geometry (same formula, charge and spin) is 0.0 kJ/mol. Its net charge is +2.

CARTESIAN COORDINATES (ANGSTROEM)
Tl -2.685784 3.154406 -3.770842
C 2.328148 -1.501507 3.932152
C 2.038877 -1.114128 2.509531
C 3.096753 -1.017621 1.591028
C 2.956009 -0.514385 0.288582
C 1.714874 -0.170443 -0.140015
C 0.563938 -0.425769 0.702008
N -0.561222 -0.319689 0.035547
C -1.791497 -0.840093 0.290613
C -2.011161 -1.977107 1.091281
C -3.291065 -2.443926 1.296204
C -4.369415 -1.788658 0.708044
C -4.165736 -0.705283 -0.149776
C -2.891977 -0.246521 -0.396068
C -2.726318 0.825846 -1.436704
O -3.665221 1.247806 -2.077389
O -1.513068 1.301230 -1.638763
C 0.758021 -0.782912 2.102909
C -0.310132 -0.600554 3.135938
H 3.334652 -1.900987 4.030599
H 1.626593 -2.253394 4.292855
H 2.248164 -0.635906 4.593566
H 4.087826 -1.291947 1.935298
H 3.817583 -0.399156 -0.352828
H 1.537780 0.200337 -1.142480
H -0.855050 0.760451 -1.088892
H -1.165037 -2.519353 1.490078
H -3.454567 -3.326951 1.898343
H -5.375214 -2.148035 0.880545
H -4.998486 -0.233591 -0.652405
H -0.591593 -1.547514 3.600985
H -1.205589 -0.126141 2.744935
H 0.088055 0.022483 3.938752
N 3.083509 1.327715 -3.319640
N 2.078684 2.243412 -3.606199
N 2.310008 3.429499 -4.116485
C 1.086611 3.930231 -4.167825
N 0.171675 3.061588 -3.705945
N 0.833995 1.987181 -3.330286
H 3.958383 1.830416 -3.438872
H 3.041443 0.592205 -4.020386
H 0.866558 4.916778 -4.538011

Cartesian forces, eV/Å:
Tl 0.049 -0.015 0.001
C -0.008 0.012 0.002
C 0.024 -0.022 -0.003
C 0.003 0.000 0.020
C -0.012 0.005 -0.006
C -0.032 -0.017 -0.016
C 0.033 -0.047 0.101
N 0.167 -0.205 0.196
C -0.043 -0.011 0.101
C 0.028 -0.019 0.001
C -0.033 0.017 -0.013
C 0.030 0.016 -0.005
C -0.015 -0.054 0.016
C 0.017 -0.135 -0.143
C -0.007 0.159 0.215
O 0.024 -0.004 0.022
O 0.100 -0.018 -0.070
C -0.055 0.020 -0.005
C 0.003 0.013 0.007
H 0.000 -0.001 -0.005
H 0.001 0.000 -0.001
H 0.000 -0.003 0.000
H 0.001 0.002 -0.007
H 0.016 -0.011 0.015
H -0.004 -0.002 0.003
H -0.279 0.312 -0.401
H 0.024 0.020 -0.010
H -0.009 0.000 -0.001
H 0.001 -0.003 -0.002
H -0.003 0.000 0.000
H -0.002 0.002 -0.005
H -0.003 -0.015 0.009
H 0.009 0.010 -0.006
N -0.053 -0.037 -0.020
N 0.048 -0.015 0.058
N -0.046 -0.005 -0.068
C 0.020 0.017 -0.007
N -0.027 -0.046 0.033
N -0.003 0.058 -0.031
H 0.010 0.008 0.050
H 0.029 0.016 -0.029
H -0.001 -0.003 0.002

Atomic partial charges in e from the natural (NBO) method, atoms 1 to 2: atom 1 (Tl): 0.942, atom 2 (C): -0.668